1.
181
Properties=species:S:1:pos:R:3 method="wB97M-V/def2-TZVPD" total_energy_ha=-6301.5443 multiplicity=1 lumo_ev=-0.91
C 1.932 1.344 -5.839
C 3.356 1.369 -5.825
C 4.046 1.937 -4.709
C 3.284 2.404 -3.665
C 1.896 2.374 -3.639
C 1.246 1.838 -4.706
N 4.062 2.956 -2.569
O 3.473 3.557 -1.691
O 5.261 2.765 -2.573
H 1.298 0.926 -6.645
H 3.973 0.939 -6.632
H 5.133 1.998 -4.577
H 1.292 2.846 -2.867
H 0.201 1.803 -4.743
C -3.154 -6.000 -0.706
C -3.802 -6.131 0.445
C -4.422 -5.062 1.003
C -4.300 -3.823 0.326
C -3.582 -3.645 -0.860
C -2.957 -4.789 -1.321
N -5.113 -2.720 0.785
O -5.868 -2.863 1.761
O -4.965 -1.614 0.308
H -2.713 -6.893 -1.120
H -3.819 -7.079 0.976
H -5.067 -5.125 1.853
H -3.394 -2.711 -1.456
H -2.441 -4.789 -2.302
C 0.658 5.771 -2.221
C 1.663 6.197 -1.358
C 1.802 5.579 -0.152
C 0.909 4.670 0.336
C -0.158 4.302 -0.468
C -0.283 4.836 -1.770
N 0.944 4.209 1.718
O -0.136 3.995 2.187
O 2.016 3.933 2.190
H 0.499 6.284 -3.116
H 2.392 6.892 -1.651
H 2.573 5.962 0.521
H -0.999 3.608 -0.092
H -1.119 4.544 -2.410
C -3.195 7.704 2.583
C -2.605 6.350 2.410
C -3.018 5.352 3.450
O -2.932 4.161 2.751
C -3.142 4.394 1.502
O -3.338 3.559 0.637
O -3.163 5.744 1.255
H -2.981 8.249 3.513
H -4.290 7.595 2.465
H -2.822 8.293 1.781
H -1.579 6.344 2.197
H -4.076 5.399 3.803
H -2.261 5.388 4.263
C -5.983 3.756 -2.702
C -5.032 3.928 -3.879
C -3.941 5.005 -3.758
O -2.967 4.442 -4.724
C -3.099 3.096 -4.713
O -2.324 2.333 -5.079
O -4.247 2.762 -4.081
H -6.377 4.694 -2.453
H -5.492 3.445 -1.754
H -6.736 3.038 -2.954
H -5.552 4.138 -4.824
H -3.522 5.085 -2.757
H -4.313 5.936 -4.193
C -0.647 -3.360 7.198
C -0.506 -2.314 6.051
C 0.146 -1.083 6.564
O 1.309 -0.871 5.725
C 1.422 -1.902 4.880
O 2.273 -2.084 4.044
O 0.469 -2.810 5.116
H -1.236 -4.193 6.790
H -1.147 -2.794 7.972
H 0.357 -3.510 7.534
H -1.464 -2.140 5.512
H 0.454 -1.040 7.631
H -0.556 -0.202 6.516
C 0.275 -3.701 1.359
C -0.104 -5.002 2.029
C 1.066 -5.536 2.893
O 0.390 -6.097 3.981
C -0.848 -5.508 4.156
O -1.484 -5.669 5.170
O -1.194 -4.823 2.996
H 0.828 -3.046 2.028
H -0.569 -3.288 0.882
H 0.910 -3.935 0.517
H -0.560 -5.844 1.422
H 1.723 -4.721 3.200
H 1.525 -6.413 2.424
C -6.425 1.732 0.759
C -6.064 0.928 1.976
C -4.659 1.039 2.478
O -4.756 2.071 3.442
C -5.998 2.084 3.911
O -6.227 2.813 4.834
O -6.775 1.253 3.226
H -6.448 2.795 0.981
H -7.425 1.503 0.388
H -5.872 1.493 -0.089
H -6.337 -0.120 1.751
H -4.019 1.390 1.646
H -4.407 0.073 3.015
C -1.720 -0.482 0.660
C -0.796 0.574 1.268
C 0.299 0.097 2.209
O 1.437 -0.015 1.359
C 1.267 0.853 0.350
O 2.169 1.263 -0.304
O 0.011 1.303 0.236
H -2.089 -0.110 -0.317
H -2.535 -0.837 1.330
H -1.155 -1.375 0.439
H -1.334 1.367 1.720
H 0.080 -0.938 2.605
H 0.478 0.705 3.059
C 5.621 -4.143 2.320
C 4.842 -3.538 1.218
C 5.461 -3.809 -0.174
O 4.607 -4.821 -0.671
C 3.514 -4.981 0.125
O 2.637 -5.752 -0.072
O 3.535 -4.187 1.179
H 5.089 -4.068 3.239
H 6.569 -3.618 2.391
H 5.832 -5.187 2.151
H 4.604 -2.493 1.399
H 6.478 -4.177 -0.309
H 5.513 -2.946 -0.883
C 3.652 1.225 4.448
C 4.194 0.345 3.358
C 4.848 1.027 2.189
O 5.981 0.085 1.807
C 6.293 -0.583 2.952
O 7.338 -1.192 3.011
O 5.377 -0.445 3.923
H 4.256 1.864 5.079
H 2.967 0.662 5.119
H 3.047 1.969 3.940
H 3.480 -0.429 2.992
H 5.324 1.952 2.579
H 4.232 1.238 1.322
C -2.961 -2.697 -4.648
C -2.489 -1.880 -5.823
C -2.086 -0.396 -5.672
O -0.868 -0.300 -6.513
C -0.311 -1.494 -6.411
O 0.808 -1.810 -6.620
O -1.231 -2.514 -6.278
H -2.372 -2.394 -3.825
H -2.857 -3.733 -4.814
H -4.028 -2.479 -4.471
H -3.168 -1.984 -6.601
H -1.830 -0.078 -4.688
H -2.933 0.247 -5.991
C 6.661 0.181 -1.136
C 5.186 0.028 -0.982
O 4.651 -0.130 -2.335
S 5.745 -0.771 -3.241
O 6.328 0.079 -4.188
O 5.302 -2.083 -3.558
O 6.926 -0.869 -2.142
H 7.045 -0.120 -0.190
H 6.942 1.068 -1.662
H 4.701 0.947 -0.665
H 4.848 -0.846 -0.405
C 2.009 -3.378 -3.866
C 2.225 -1.872 -4.014
O 0.921 -1.222 -3.690
S 0.429 -2.001 -2.400
O -0.976 -1.957 -2.308
O 1.150 -1.671 -1.206
O 0.834 -3.446 -3.001
H 2.814 -3.815 -3.349
H 1.697 -3.933 -4.751
H 2.524 -1.452 -4.963
H 2.905 -1.581 -3.214

=====

2.
47
Properties=species:S:1:pos:R:3 method="wB97M-V/def2-TZVPD" total_energy_ha=-3331.1181 multiplicity=1 lumo_ev=2.21 total_charge=-1 de_lowest_kcal_mol=0.0
Rb -1.103 0.368 -0.369
C -3.526 -4.192 4.298
C -4.038 -4.379 2.873
N -4.237 -3.135 2.164
C -3.225 -2.359 1.664
S -3.711 -0.823 1.069
N -2.042 -2.946 1.724
N -0.989 -2.223 1.274
C 0.144 -2.833 1.334
C 0.300 -4.243 1.841
C 1.364 -2.115 0.901
C 2.534 -2.831 0.616
C 3.688 -2.152 0.270
C 3.664 -0.769 0.211
C 2.459 -0.136 0.479
N 1.341 -0.776 0.810
H -3.381 -5.157 4.790
H -4.232 -3.606 4.890
H -2.573 -3.663 4.276
H -4.997 -4.903 2.883
H -3.333 -4.988 2.307
H -5.127 -2.672 2.213
H -0.546 -4.484 2.477
H 1.229 -4.362 2.401
H 0.310 -4.964 1.017
H 2.530 -3.910 0.661
H 4.597 -2.700 0.050
H 4.540 -0.188 -0.044
H 2.385 0.946 0.422
Cl 1.088 5.555 -0.483
Si 1.204 3.409 -0.663
Cl 3.035 3.318 -1.893
Cl -0.268 3.184 -2.317
O 0.263 -0.598 -2.811
S 1.497 0.262 -2.783
C 1.557 1.114 -4.396
C 2.528 0.371 -5.320
C 2.706 -1.038 -4.754
C 2.859 -0.834 -3.256
H 1.822 2.153 -4.212
H 0.521 1.069 -4.730
H 3.493 0.884 -5.324
H 2.160 0.357 -6.346
H 3.564 -1.553 -5.190
H 1.815 -1.640 -4.943
H 3.787 -0.312 -3.005
H 2.767 -1.728 -2.643

=====

3.
17
Properties=species:S:1:pos:R:3 method="wB97M-V/def2-TZVPD" total_energy_ha=-724.0465 multiplicity=1 lumo_ev=0.63 de_lowest_kcal_mol=46.0
O 1.591 1.844 0.228
C 0.354 1.251 0.460
C -0.438 0.740 -0.723
C -1.948 0.627 -0.569
N -2.203 -0.638 0.068
C -1.026 -0.883 0.949
C 0.198 -0.233 0.223
S 1.607 -1.245 -0.213
H 2.181 1.098 0.012
H -0.194 1.735 1.276
H -0.060 0.972 -1.733
H -2.331 1.391 0.127
H -2.569 0.730 -1.488
H -2.187 -1.429 -0.601
H -1.178 -0.417 1.947
H -0.822 -1.959 1.008
H 1.299 -1.510 -1.488

=====

4.
9
Properties=species:S:1:pos:R:3 method="wB97M-V/def2-TZVPD" total_energy_ha=-2894.6250 multiplicity=1 lumo_ev="-3.74 / -2.42" de_lowest_kcal_mol=77.2
C -1.303 0.423 -0.105
C 0.679 -0.088 0.133
C -0.417 -0.626 -0.810
N -0.161 0.753 0.678
O -2.400 0.800 -0.163
O 1.829 -0.369 0.509
Br 2.412 0.839 2.462
H -0.481 -1.707 -0.990
H -0.158 -0.023 -1.715